[1]
{
  "formula": "C41H74BCl2O34",
  "method": "ωB97M-V/def2-TZVPD",
  "symbols": ["O", "C", "O", "B", "O", "C", "O", "O", "C", "O", "C", "O", "O", "C", "Cl", "Cl", "H", "H", "C", "C", "O", "C", "O", "O", "C", "H", "H", "H", "H", "H", "H", "H", "H", "C", "C", "O", "C", "O", "O", "C", "H", "H", "H", "H", "H", "H", "H", "H", "C", "C", "O", "C", "O", "O", "C", "H", "H", "H", "H", "H", "H", "H", "H", "C", "C", "O", "C", "O", "O", "C", "H", "H", "H", "H", "H", "H", "H", "H", "C", "C", "O", "C", "O", "O", "C", "H", "H", "H", "H", "H", "H", "H", "H", "C", "C", "O", "C", "O", "O", "C", "H", "H", "H", "H", "H", "H", "H", "H", "C", "C", "O", "C", "O", "O", "C", "H", "H", "H", "H", "H", "H", "H", "H", "C", "C", "O", "C", "O", "O", "C", "H", "H", "H", "H", "H", "H", "H", "H", "O", "C", "O", "C", "C", "C", "H", "H", "H", "H", "H", "H", "H", "H"],
  "positions_angstrom": [[0.91, -2.70, -2.16], [1.29, -1.51, -2.08], [1.48, -0.99, -0.92], [1.94, 0.38, -1.15], [2.09, 0.54, -2.63], [1.80, -0.65, -3.17], [1.87, -0.89, -4.35], [3.20, 0.59, -0.44], [3.12, 1.60, 0.41], [4.08, 2.09, 1.05], [1.68, 2.10, 0.39], [1.08, 1.40, -0.53], [1.25, 2.94, 1.22], [5.10, 0.05, 5.88], [6.06, -1.38, 6.30], [5.73, 1.33, 7.00], [5.30, 0.24, 4.82], [4.04, -0.06, 6.10], [-4.16, -2.26, 0.45], [-3.13, -1.38, -0.35], [-3.11, -1.94, -1.66], [-3.76, -1.37, -2.68], [-4.02, -0.19, -2.79], [-3.92, -2.30, -3.67], [-3.10, -3.52, -3.77], [-3.88, -3.29, 0.71], [-5.14, -2.20, -0.02], [-4.30, -1.65, 1.34], [-2.11, -1.50, 0.01], [-3.38, -0.32, -0.30], [-2.62, -3.91, -2.87], [-2.37, -3.36, -4.57], [-3.61, -4.34, -4.28], [7.15, -3.08, -10.62], [7.02, -1.68, -9.99], [7.31, -1.87, -8.57], [6.66, -1.20, -7.62], [6.83, -1.43, -6.46], [5.79, -0.34, -8.11], [5.01, 0.58, -7.44], [6.26, -3.71, -10.60], [7.93, -3.52, -10.00], [7.56, -3.08, -11.63], [6.03, -1.29, -10.24], [7.84, -1.10, -10.41], [4.87, 0.40, -6.37], [4.01, 0.65, -7.86], [5.55, 1.53, -7.42], [5.02, -5.94, 1.77], [4.86, -4.43, 1.36], [5.67, -4.08, 0.27], [5.40, -4.30, -1.00], [5.98, -3.75, -1.90], [4.45, -5.30, -1.09], [3.97, -5.82, -2.35], [4.38, -6.35, 2.54], [6.06, -5.99, 2.10], [4.92, -6.74, 1.02], [5.06, -3.79, 2.22], [3.80, -4.23, 1.20], [3.90, -4.96, -3.02], [2.97, -6.23, -2.27], [4.67, -6.55, -2.77], [-5.90, 5.14, -3.93], [-6.02, 6.10, -2.80], [-4.94, 5.91, -1.94], [-4.83, 6.80, -0.96], [-5.81, 7.43, -0.55], [-3.50, 6.97, -0.56], [-2.48, 6.21, -1.16], [-5.96, 4.16, -3.44], [-4.86, 5.16, -4.28], [-6.57, 5.34, -4.76], [-6.95, 5.99, -2.24], [-6.02, 7.09, -3.27], [-2.31, 6.71, -2.11], [-2.71, 5.18, -1.42], [-1.57, 6.25, -0.56], [-3.66, 6.81, -10.37], [-2.27, 6.46, -9.89], [-2.21, 5.32, -9.08], [-1.17, 5.06, -8.28], [-0.05, 5.68, -8.23], [-1.50, 3.90, -7.67], [-0.75, 3.18, -6.69], [-3.81, 7.83, -10.72], [-4.45, 6.55, -9.65], [-3.87, 6.16, -11.21], [-1.89, 7.28, -9.28], [-1.66, 6.45, -10.80], [0.25, 2.97, -7.08], [-1.13, 2.20, -6.42], [-0.73, 3.58, -5.68], [1.52, 4.15, 11.04], [0.43, 4.24, 9.99], [0.83, 4.18, 8.67], [1.41, 5.20, 8.05], [1.42, 6.37, 8.49], [2.04, 4.81, 6.89], [2.55, 5.78, 5.99], [1.01, 4.30, 11.99], [2.23, 4.96, 10.87], [2.05, 3.21, 11.13], [-0.28, 5.03, 10.23], [-0.22, 3.38, 10.06], [3.02, 6.63, 6.49], [1.77, 6.11, 5.31], [3.35, 5.38, 5.37], [-8.43, 0.99, 6.00], [-7.80, 2.20, 5.39], [-6.72, 1.92, 4.50], [-5.62, 2.52, 4.68], [-5.25, 3.16, 5.69], [-5.06, 2.45, 3.53], [-3.93, 3.22, 3.17], [-8.99, 0.47, 5.23], [-9.21, 1.13, 6.75], [-7.70, 0.27, 6.38], [-7.49, 2.80, 6.25], [-8.56, 2.85, 4.94], [-3.23, 3.41, 3.99], [-4.46, 4.09, 2.78], [-3.30, 2.74, 2.43], [-0.55, -0.33, 5.37], [0.17, -1.49, 4.72], [-0.64, -2.68, 5.02], [-0.77, -3.37, 6.20], [-1.55, -4.29, 6.40], [0.16, -2.89, 7.04], [-0.03, -3.13, 8.38], [-0.36, 0.62, 4.88], [0.14, -0.04, 6.16], [-1.60, -0.52, 5.62], [1.18, -1.54, 5.14], [0.34, -1.48, 3.65], [-0.89, -2.68, 8.87], [0.69, -2.52, 8.93], [0.02, -4.20, 8.58], [-0.19, -9.15, 2.22], [0.90, -9.26, 1.72], [1.34, -8.53, 0.73], [0.62, -7.37, 0.37], [-0.59, -7.77, -0.57], [1.83, -10.34, 2.09], [1.32, -6.70, -0.14], [0.40, -6.73, 1.23], [-1.25, -8.48, -0.07], [-0.32, -8.20, -1.53], [-1.10, -6.84, -0.83], [1.40, -11.24, 2.55], [2.56, -9.92, 2.79], [2.38, -10.67, 1.22]],
  "total_charge": -1,
  "lumo_energy_ev": 1.646,
  "total_energy_ev": -139055.67909
}



[2]
{
  "formula": "C41H76Cl28NO2P",
  "method": "ωB97M-V/def2-TZVPD",
  "symbols": ["C", "N", "C", "P", "C", "C", "O", "C", "C", "O", "C", "C", "C", "C", "C", "C", "C", "Cl", "C", "C", "Cl", "H", "H", "H", "H", "H", "H", "H", "H", "H", "H", "H", "H", "H", "H", "H", "H", "H", "H", "H", "H", "H", "H", "H", "H", "Cl", "C", "C", "Cl", "H", "H", "H", "H", "Cl", "C", "C", "Cl", "H", "H", "H", "H", "Cl", "C", "C", "Cl", "H", "H", "H", "H", "Cl", "C", "C", "Cl", "H", "H", "H", "H", "Cl", "C", "C", "Cl", "H", "H", "H", "H", "Cl", "C", "C", "Cl", "H", "H", "H", "H", "Cl", "C", "C", "Cl", "H", "H", "H", "H", "Cl", "C", "C", "Cl", "H", "H", "H", "H", "Cl", "C", "C", "Cl", "H", "H", "H", "H", "Cl", "C", "C", "Cl", "H", "H", "H", "H", "Cl", "C", "C", "Cl", "H", "H", "H", "H", "Cl", "C", "C", "Cl", "H", "H", "H", "H", "Cl", "C", "C", "Cl", "H", "H", "H", "H"],
  "positions_angstrom": [[4.26, -0.79, 1.04], [3.33, 0.38, 0.85], [3.55, 1.11, -0.45], [2.86, 0.26, -2.01], [2.92, -1.68, -2.06], [1.97, 1.09, -3.48], [2.60, 0.81, -4.81], [1.94, -0.38, -5.41], [1.11, 0.05, -1.20], [0.63, 1.44, -0.89], [-0.85, 1.51, -1.03], [-1.43, 2.10, -2.47], [-3.05, 2.22, -2.76], [-4.10, 1.76, -1.57], [-3.51, 1.16, -0.13], [-1.88, 1.00, 0.17], [4.59, 0.37, -2.90], [5.57, -1.16, -3.42], [5.27, 1.68, -3.24], [6.78, 1.71, -3.95], [4.51, 3.33, -2.89], [4.42, -0.90, 2.22], [5.32, -0.68, 0.56], [3.68, -1.77, 0.73], [3.40, 1.08, 1.62], [3.08, 2.21, -0.43], [4.73, 1.30, -0.53], [3.81, -2.12, -1.42], [2.91, -2.10, -3.18], [1.93, -2.15, -1.57], [0.83, 0.76, -3.62], [1.91, 2.28, -3.36], [1.55, -1.14, -4.60], [1.05, -0.03, -6.12], [2.69, -0.99, -6.11], [0.35, -0.51, -1.93], [1.14, -0.62, -0.22], [-0.67, 2.44, -3.32], [-3.39, 2.68, -3.78], [-5.26, 1.89, -1.79], [-4.31, 0.85, 0.67], [-1.50, 0.55, 1.19], [6.73, 1.66, -5.12], [7.52, 0.92, -3.47], [7.24, 2.77, -3.69], [-4.03, 1.32, 3.47], [-3.39, 2.98, 3.51], [-4.43, 4.01, 3.11], [-4.86, 3.89, 1.39], [-2.51, 3.02, 2.85], [-3.05, 3.17, 4.53], [-4.04, 5.02, 3.27], [-5.35, 3.90, 3.70], [10.28, -0.26, -4.10], [9.06, -1.24, -4.94], [9.17, -1.13, -6.45], [8.71, 0.49, -7.04], [8.07, -0.94, -4.59], [9.23, -2.28, -4.63], [8.50, -1.84, -6.93], [10.19, -1.33, -6.80], [5.81, -2.15, 4.15], [4.63, -3.30, 4.84], [4.62, -4.63, 4.10], [3.97, -4.48, 2.45], [3.65, -2.82, 4.82], [4.92, -3.45, 5.88], [3.99, -5.34, 4.63], [5.63, -5.05, 4.03], [-7.81, 2.17, 4.12], [-8.19, 3.08, 2.64], [-9.54, 2.68, 2.05], [-9.52, 1.03, 1.38], [-7.38, 2.93, 1.92], [-8.21, 4.14, 2.91], [-9.80, 3.35, 1.22], [-10.34, 2.73, 2.79], [-13.24, 1.66, 0.52], [-13.50, -0.07, 0.23], [-12.91, -0.53, -1.10], [-13.80, 0.14, -2.49], [-14.58, -0.27, 0.28], [-13.02, -0.61, 1.05], [-12.98, -1.62, -1.17], [-11.86, -0.24, -1.19], [7.05, 7.57, -3.55], [5.83, 6.59, -4.40], [5.94, 6.70, -5.91], [5.48, 8.32, -6.50], [4.84, 6.89, -4.04], [5.99, 5.55, -4.09], [5.27, 5.99, -6.39], [6.96, 6.50, -6.25], [6.45, -1.31, -10.30], [7.09, 0.36, -10.27], [6.05, 1.38, -10.66], [5.61, 1.27, -12.39], [7.97, 0.39, -10.92], [7.43, 0.54, -9.24], [6.44, 2.39, -10.50], [5.13, 1.28, -10.08], [-7.95, 2.60, 9.91], [-9.17, 1.61, 9.06], [-9.06, 1.73, 7.55], [-9.52, 3.35, 6.96], [-10.16, 1.92, 9.42], [-9.01, 0.58, 9.37], [-9.73, 1.01, 7.07], [-8.04, 1.52, 7.21], [6.15, -7.01, -12.46], [6.79, -5.35, -12.43], [5.75, -4.32, -12.83], [5.31, -4.44, -14.55], [7.67, -5.31, -13.08], [7.13, -5.16, -11.40], [6.14, -3.31, -12.66], [4.83, -4.43, -12.24], [10.08, 2.31, 4.47], [8.90, 1.17, 5.16], [8.89, -0.16, 4.42], [8.23, -0.01, 2.77], [7.91, 1.64, 5.14], [9.18, 1.01, 6.20], [8.26, -0.88, 4.95], [9.90, -0.59, 4.35], [-10.61, -0.88, 7.45], [-12.12, -1.00, 8.38], [-13.36, -0.91, 7.50], [-13.56, 0.72, 6.81], [-12.11, -0.22, 9.15], [-12.10, -1.97, 8.89], [-14.25, -1.12, 8.09], [-13.32, -1.62, 6.68], [-5.55, -2.83, 10.10], [-4.91, -1.17, 10.14], [-5.95, -0.14, 9.74], [-6.39, -0.25, 8.01], [-4.03, -1.13, 9.48], [-4.57, -0.98, 11.16], [-5.56, 0.87, 9.90], [-6.87, -0.25, 10.33], [2.75, -6.75, 6.07], [1.83, -7.62, 4.81], [0.35, -7.72, 5.14], [0.04, -8.79, 6.53], [2.28, -8.61, 4.69], [1.97, -7.07, 3.88], [-0.19, -8.14, 4.29], [-0.07, -6.74, 5.36]],
  "lumo_energy_ev": 0.195,
  "total_energy_ev": -409238.34230
}



> What is the formula in the second record?

C41H76Cl28NO2P